Record 1
This record from the OMol25 dataset describes one molecule with the formula C4H6N2O. The level of theory is the ωB97M-V functional and the def2-TZVPD basis.

## Properties
LUMO (eV): 0.15
Maximum force (eV/Å): 0.9
Multiplicity: 1
Total charge: 0
Energy above the lowest of the compared OMol25 structures with the same formula, charge and spin (kcal per mole): 112.55
Structure (SMILES): [H]/N=C/C=C=NOC
HOMO-LUMO gap (eV): 9.630

Positions of all 13 atoms, in Å:
H (3.26, 1.14, -0.97)
N (2.43, 0.94, -0.41)
C (2.13, -0.29, -0.49)
C (1.02, -0.84, 0.30)
C (0.14, -0.09, 0.93)
N (-0.75, 0.41, 1.61)
O (-2.06, 0.17, 1.18)
C (-2.36, 0.39, -0.19)
H (2.69, -1.04, -1.07)
H (0.94, -1.91, 0.48)
H (-3.10, -0.36, -0.46)
H (-2.79, 1.39, -0.29)
H (-1.50, 0.28, -0.86)

Atom charges from the natural (NBO) analysis, given in e for atoms 1 to 4: 0.34 -0.60 0.10 -0.43

=====

Record 2
This record from the OMol25 dataset describes a 2-piece molecular cluster, C5H14N2S overall at a distorted geometry. The level of theory is the ωB97M-V functional and the def2-TZVPD basis.

## Properties
<S²>: 0.751
LUMO (spin up / spin down) (eV): 3.57 / 3.57
Maximum force (eV/Å): 1.6
Multiplicity: 2
Total charge: -1
Energy above the lowest of the compared OMol25 structures with the same formula, charge and spin (kcal per mole): 23.96
HOMO-LUMO gap (spin up / spin down) (eV): 2.624 / 8.502

Positions of all 22 atoms, in Å:
C (-0.85, 0.85, -2.03)
C (0.65, 1.16, -1.94)
C (1.56, 0.63, -2.79)
N (1.01, 2.08, -0.94)
H (-0.98, -0.08, -2.63)
H (-1.27, 0.75, -1.01)
H (-1.37, 1.69, -2.52)
H (2.61, 0.86, -2.70)
H (1.29, -0.18, -3.53)
H (0.26, 2.24, -0.26)
H (1.97, 1.94, -0.58)
H (0.68, -0.82, -0.53)
C (-0.77, -1.38, 2.80)
C (-0.40, -1.81, 1.34)
S (1.17, -1.11, 0.71)
N (-0.78, 0.11, 3.03)
H (-0.06, -1.81, 3.53)
H (-1.77, -1.80, 3.01)
H (-1.15, -1.46, 0.59)
H (-0.39, -2.93, 1.34)
H (-1.49, 0.53, 2.39)
H (0.09, 0.53, 2.71)

Atom charges from the natural (NBO) analysis, given in e for atoms 1 to 4: -0.94 0.18 -0.59 -0.86

=====

Record 3
This record from the OMol25 dataset describes a 2-piece molecular cluster, CH5NO overall at a distorted geometry. The level of theory is the ωB97M-V functional and the def2-TZVPD basis.

## Properties
LUMO (eV): 0.75
Maximum force (eV/Å): 1.5
Multiplicity: 1
Total charge: 0
Energy above the lowest of the compared OMol25 structures with the same formula, charge and spin (kcal per mole): 21.27
Structure (SMILES): C=N.O
HOMO-LUMO gap (eV): 11.015

Positions of all 8 atoms, in Å:
C (-1.59, 1.00, 2.23)
N (-0.57, 1.06, 1.47)
H (-2.10, 1.93, 2.46)
H (-1.96, 0.08, 2.69)
H (-0.45, 0.13, 1.08)
O (1.80, -1.66, -3.08)
H (1.31, -1.56, -2.26)
H (2.02, -0.75, -3.31)

Atom charges from the natural (NBO) analysis, given in e for atoms 1 to 4: -0.04 -0.59 0.16 0.15

=====

Record 4
This record from the OMol25 dataset describes C24H14CaF6IN10S5Sb as an isolated structure at a distorted geometry. The level of theory is the ωB97M-V functional and the def2-TZVPD basis.

## Properties
LUMO (spin up / spin down) (eV): 1.52 / 1.78
Maximum force (eV/Å): 1.9
Multiplicity: 1
Total charge: -2
Energy above the lowest of the compared OMol25 structures with the same formula, charge and spin (kcal per mole): 26.85
HOMO-LUMO gap (spin up / spin down) (eV): 4.844 / 5.099

Positions of all 62 atoms, in Å:
Ca (-0.20, -0.26, 0.12)
S (-0.79, 2.21, -4.76)
Sb (0.49, 2.35, -2.86)
S (-0.71, 2.54, -0.90)
S (1.98, 0.57, -2.70)
S (2.02, 4.18, -2.96)
N (-1.40, 1.95, 6.49)
C (-0.88, 2.07, 5.47)
C (-0.18, 2.22, 4.21)
C (0.71, 3.27, 4.02)
C (1.39, 3.35, 2.82)
C (1.17, 2.39, 1.85)
N (0.31, 1.38, 2.03)
C (-0.36, 1.30, 3.18)
H (0.87, 3.99, 4.81)
H (2.08, 4.16, 2.62)
H (1.69, 2.41, 0.91)
H (-1.07, 0.49, 3.28)
I (5.74, -1.65, 2.88)
C (4.32, -0.94, 1.56)
C (4.54, -0.50, 0.27)
N (3.34, -0.14, -0.20)
N (2.36, -0.33, 0.69)
C (2.94, -0.82, 1.78)
H (5.45, -0.42, -0.31)
H (3.08, 0.23, -1.12)
H (2.36, -1.06, 2.65)
C (-3.30, -0.12, -3.63)
N (-2.56, -1.09, -2.84)
C (-1.24, -1.27, -2.94)
N (-0.60, -0.54, -3.86)
S (-0.41, -2.38, -1.92)
H (-4.36, -0.19, -3.37)
H (-3.19, -0.34, -4.70)
H (-2.96, 0.90, -3.45)
H (-3.02, -1.64, -2.14)
H (-0.97, 0.36, -4.15)
H (0.40, -0.53, -3.77)
F (-7.64, 1.47, -0.76)
C (-7.37, 0.28, -0.22)
C (-8.43, -0.49, 0.13)
F (-9.65, 0.00, -0.10)
C (-8.30, -1.77, 0.73)
C (-6.95, -2.21, 0.83)
C (-5.89, -1.44, 0.47)
F (-4.68, -1.98, 0.59)
C (-6.02, -0.11, -0.03)
C (-4.92, 0.72, -0.31)
C (-3.57, 0.34, -0.01)
N (-2.48, 0.05, 0.23)
C (-5.06, 2.03, -0.88)
N (-5.16, 3.08, -1.34)
F (-6.71, -3.44, 1.28)
C (-9.39, -2.53, 1.18)
C (-10.76, -2.08, 1.11)
N (-11.87, -1.78, 1.10)
C (-9.27, -3.82, 1.80)
N (-9.25, -4.85, 2.32)
F (-1.61, -2.60, 1.87)
C (-0.34, -1.94, 1.94)
F (0.59, -3.01, 1.68)
H (-0.22, -1.80, 3.04)

Atom charges from the natural (NBO) analysis, given in e for atoms 1 to 4: 1.68 -0.83 1.34 -0.94

=====

Record 5
This record from the OMol25 dataset describes an isolated ion of composition C13H20N and charge +1 at a distorted geometry. The level of theory is the ωB97M-V functional and the def2-TZVPD basis.

## Properties
<S²>: 2.031
LUMO (spin up / spin down) (eV): -2.77 / -6.70
Maximum force (eV/Å): 6.8
Multiplicity: 3
Total charge: +1
HOMO-LUMO gap (spin up / spin down) (eV): 6.213 / 6.384

Positions of all 34 atoms, in Å:
C (-0.74, -0.48, 4.18)
C (0.59, -0.19, 4.05)
C (-1.57, -0.34, 3.03)
C (1.18, 0.02, 2.82)
C (-1.05, 0.32, 1.88)
C (0.33, 0.33, 1.75)
C (2.19, 1.07, 0.25)
C (1.00, 0.63, 0.54)
C (-1.55, -0.52, -2.43)
C (0.80, -0.40, -2.97)
C (-0.06, -1.84, -1.12)
C (-0.16, 1.95, -1.25)
C (-0.13, -0.52, -1.80)
N (-0.04, 0.55, -0.76)
H (-1.23, -0.83, 5.11)
H (1.21, -0.14, 5.03)
H (-2.66, -0.50, 3.00)
H (2.27, -0.21, 2.76)
H (-1.80, 0.63, 1.05)
H (2.50, 1.16, -0.84)
H (3.00, 1.26, 0.87)
H (-1.69, -1.30, -3.17)
H (-2.18, -0.54, -1.59)
H (-1.84, 0.29, -3.12)
H (0.31, -0.41, -3.94)
H (1.53, -1.26, -3.11)
H (1.48, 0.51, -3.09)
H (0.91, -2.11, -0.85)
H (-0.54, -1.74, -0.20)
H (-0.60, -2.57, -1.82)
H (-1.02, 2.00, -1.78)
H (-0.24, 2.61, -0.40)
H (0.73, 2.21, -1.87)
H (-0.94, 0.36, -0.24)

Atom charges from the natural (NBO) analysis, given in e for atoms 1 to 4: -0.16 -0.20 -0.11 -0.16

=====

Record 6
This record from the OMol25 dataset describes a 10-piece molecular cluster, C28H62BNO11P overall. The level of theory is the ωB97M-V functional and the def2-TZVPD basis.

## Properties
LUMO (eV): 1.55
Maximum force (eV/Å): 0.4
Multiplicity: 1
Total charge: -1
HOMO-LUMO gap (eV): 5.091

Positions of all 104 atoms, in Å:
N (1.49, -4.14, 6.83)
C (1.78, -4.31, 8.29)
B (3.14, -3.61, 8.80)
P (3.75, -4.27, 10.51)
O (5.25, -3.56, 10.60)
O (4.19, -5.86, 10.10)
H (2.23, -4.64, 6.34)
H (1.70, -3.17, 6.61)
H (1.77, -5.39, 8.47)
H (0.90, -3.92, 8.81)
H (4.07, -3.81, 7.99)
H (3.00, -2.39, 8.95)
H (5.55, -3.37, 9.70)
H (3.88, -6.44, 10.80)
C (-0.05, -4.40, 3.92)
C (-0.73, -3.06, 3.87)
O (-0.21, -2.09, 3.35)
C (-2.08, -2.98, 4.54)
H (0.90, -4.35, 3.40)
H (0.12, -4.67, 4.97)
H (-0.69, -5.16, 3.47)
H (-1.97, -3.25, 5.59)
H (-2.77, -3.69, 4.09)
H (-2.48, -1.97, 4.45)
C (2.08, 1.55, 0.10)
C (0.94, 0.62, -0.19)
O (0.48, 0.49, -1.31)
C (0.34, -0.12, 0.97)
H (2.39, 2.05, -0.81)
H (1.76, 2.29, 0.83)
H (2.92, 1.00, 0.53)
H (-0.01, 0.60, 1.71)
H (1.07, -0.75, 1.48)
H (-0.49, -0.74, 0.64)
C (0.68, -0.09, 5.72)
C (-0.13, 0.52, 6.84)
O (-0.78, -0.14, 7.61)
C (-0.11, 2.03, 6.91)
H (0.66, -1.17, 5.78)
H (0.26, 0.23, 4.76)
H (1.71, 0.26, 5.76)
H (-0.46, 2.46, 5.97)
H (0.91, 2.39, 7.06)
H (-0.73, 2.37, 7.74)
C (3.38, 1.66, -3.72)
C (4.22, 0.44, -3.45)
O (5.23, 0.48, -2.79)
C (3.73, -0.86, -4.05)
H (3.83, 2.53, -3.24)
H (3.31, 1.83, -4.80)
H (2.38, 1.51, -3.33)
H (3.66, -0.76, -5.14)
H (2.72, -1.08, -3.69)
H (4.40, -1.67, -3.79)
C (-2.78, 4.38, -0.80)
C (-1.96, 3.15, -0.48)
O (-0.96, 3.21, 0.19)
C (-2.47, 1.85, -1.05)
H (-2.33, 5.25, -0.33)
H (-2.82, 4.52, -1.88)
H (-3.80, 4.24, -0.45)
H (-2.56, 1.92, -2.13)
H (-3.46, 1.63, -0.64)
H (-1.78, 1.05, -0.79)
C (0.12, 3.02, -4.11)
C (-0.90, 3.76, -4.93)
O (-1.65, 4.57, -4.44)
C (-0.93, 3.39, -6.39)
H (0.06, 3.32, -3.06)
H (-0.05, 1.94, -4.18)
H (1.13, 3.22, -4.48)
H (-1.11, 2.31, -6.48)
H (0.04, 3.57, -6.86)
H (-1.70, 3.95, -6.92)
C (0.65, 1.16, -10.05)
C (-0.21, 2.39, -10.22)
O (-0.16, 3.31, -9.43)
C (-1.13, 2.41, -11.42)
H (1.26, 1.25, -9.16)
H (0.01, 0.27, -9.97)
H (1.28, 1.02, -10.93)
H (-1.81, 1.56, -11.38)
H (-0.55, 2.31, -12.34)
H (-1.70, 3.34, -11.43)
C (-3.44, 0.54, 3.31)
C (-4.52, 0.95, 2.34)
O (-4.51, 0.59, 1.19)
C (-5.61, 1.84, 2.89)
H (-2.71, -0.10, 2.81)
H (-2.94, 1.42, 3.71)
H (-3.87, 0.00, 4.16)
H (-5.18, 2.76, 3.29)
H (-6.11, 1.34, 3.73)
H (-6.33, 2.07, 2.11)
C (-0.57, -3.02, -6.55)
C (-0.35, -1.58, -6.18)
O (0.04, -0.76, -6.98)
C (-0.65, -1.21, -4.75)
H (-0.32, -3.18, -7.60)
H (0.05, -3.67, -5.93)
H (-1.61, -3.31, -6.37)
H (-0.03, -1.80, -4.07)
H (-1.70, -1.41, -4.51)
H (-0.44, -0.15, -4.59)

Atom charges from the Löwdin analysis, given in e for atoms 1 to 4: -0.06 -0.36 -0.70 0.72

=====

Number 1: calculated total energy -9268.621 eV. Number 2: calculated total energy -19225.642 eV. Number 3: calculated total energy -4654.461 eV. Number 4: calculated total energy -143577.586 eV. Number 5: calculated total energy -15282.727 eV. Number 6: calculated total energy -64021.573 eV.